17
Properties=species:S:1:pos:R:3:forces:R:3 method="wB97M-V/def2-TZVPD" gap_ev=8.7 largest_force_ev_per_a=5.23 de_lowest_kcal_mol=0.0 charge=+1
C 0.206613 1.672618 2.319872 -0.315 0.546 0.359
H 0.033442 2.469128 3.060535 0.353 -0.323 -0.221
H 2.538199 0.816494 -0.916343 -0.299 0.008 -0.223
H 1.286306 1.491621 2.194640 -0.341 0.182 -0.218
O -0.669686 -0.544691 2.088045 -1.506 0.844 4.936
C 0.852436 -0.373141 -1.266085 1.172 0.408 -1.894
O -1.620540 -1.947974 -3.167187 -0.113 0.338 -0.210
H 1.932320 0.812930 -2.686832 -0.172 -0.188 0.366
H -0.880829 0.449099 3.808435 0.117 -0.287 -0.211
H -2.542335 -2.138154 -2.943523 0.049 -0.459 0.087
O -1.236747 -2.008581 -0.963120 -2.690 -1.796 -2.563
C -0.460316 0.444137 2.788059 -0.526 0.262 0.133
Hg -0.024231 -1.212917 0.416196 3.925 1.093 -0.533
H -0.300092 2.000555 1.398377 0.546 -0.213 -0.039
O 0.026173 -0.799414 -2.380855 0.201 -0.098 0.255
C 1.806422 0.479829 -1.651795 -0.153 -0.515 0.620
C -0.947135 -1.611537 -2.098419 -0.249 0.195 -0.644